C26H39F3N2O6P2PdS2Te | ωB97M-V/def2-TZVPD

Summary:
HOMO level, hartree: -0.033
Energy relative to the best compared isomer or geometry (same formula, charge and spin), kcal/mol: 33.9
Total charge: -2
Frontier orbital gap, eV: 4.9942
DFT total energy, eV: -102038.8233

Cartesian coordinates (Å):
Pd1 2.3405 -0.7988 -0.8845
N1 3.3041 2.1582 -0.9322
C1 3.0919 2.4274 0.3732
N2 2.1806 1.8499 1.0782
C2 2.2103 2.3106 2.3759
C3 1.3718 1.8473 3.3890
C4 1.4852 2.3985 4.6546
C5 2.4230 3.3991 4.9283
C6 3.2700 3.8598 3.9291
C7 3.1543 3.3091 2.6603
S1 4.0783 3.6288 1.2199
H1 3.0332 1.1959 -1.1815
H2 4.1886 2.4366 -1.3236
H3 0.6651 1.0607 3.1517
H4 0.8422 2.0398 5.4493
H5 2.4988 3.8107 5.9270
H6 4.0072 4.6248 4.1395
C8 -4.7912 1.5250 -1.0154
C9 -3.8310 1.7364 0.1533
C10 -4.3200 0.8834 1.3302
C11 -3.8620 3.2049 0.5836
P1 -2.0295 1.2282 -0.1205
C12 -2.2824 -0.4103 -0.9018
C13 -2.6837 -0.6780 -2.2114
C14 -2.8659 -1.9792 -2.6532
C15 -2.6573 -3.0435 -1.7847
C16 -2.2382 -2.7953 -0.4874
C17 -2.0347 -1.4916 -0.0542
C18 -1.2967 2.3223 -1.4438
C19 -0.7152 3.5600 -0.7356
C20 -2.1603 2.8112 -2.6050
C21 -0.1323 1.4920 -2.0246
H7 -5.8066 1.8173 -0.7154
H8 -4.8221 0.4779 -1.3205
H9 -4.5184 2.1210 -1.8866
H10 -5.3321 1.2001 1.6108
H11 -3.6689 0.9914 2.2002
H12 -4.3535 -0.1767 1.0713
H13 -4.8438 3.4388 1.0126
H14 -3.7004 3.8768 -0.2607
H15 -3.1027 3.4235 1.3385
H16 -2.8369 0.1321 -2.9132
H17 -3.1480 -2.1614 -3.6832
H18 -2.7822 -4.0621 -2.1326
H19 -2.0159 -3.6167 0.1821
H20 -1.6043 -1.3114 0.9215
H21 -1.4880 4.2895 -0.4828
H22 -0.0015 4.0446 -1.4106
H23 -0.1766 3.2909 0.1706
H24 -2.9512 3.4870 -2.2691
H25 -2.6171 2.0044 -3.1784
H26 -1.5211 3.3743 -3.2950
H27 0.4343 0.8834 -1.3083
H28 0.5879 2.1597 -2.5034
H29 -0.4883 0.7787 -2.7697
C22 0.7419 -4.9214 -1.2913
C23 1.2335 -4.5983 0.1021
O1 2.2411 -3.6025 -0.0290
P2 2.2920 -2.3646 1.0025
O2 0.9614 -1.7877 1.3984
Te1 4.4354 -1.1957 0.6137
O3 2.6918 -3.3192 2.3167
C24 2.7233 -2.6807 3.5764
C25 3.5483 -3.5398 4.5114
H30 -0.0261 -5.7019 -1.2518
H31 1.5714 -5.2661 -1.9110
H32 0.3341 -4.0309 -1.7697
H33 1.6776 -5.4766 0.5818
H34 0.4286 -4.2354 0.7455
H35 1.7038 -2.5469 3.9522
H36 3.1733 -1.6859 3.4838
H37 3.1342 -4.5489 4.5727
H38 3.5663 -3.1097 5.5179
H39 4.5734 -3.6151 4.1459
F1 2.4155 -1.3560 -5.8683
C26 1.4400 -1.6086 -4.9718
F2 0.9937 -2.8543 -5.2291
F3 0.4240 -0.7706 -5.2688
S2 2.0214 -1.4272 -3.2333
O4 3.0394 -2.4572 -3.2051
O5 2.4454 -0.0123 -3.2938
O6 0.7278 -1.6734 -2.5597

***

C26H39N13 | ωB97M-V/def2-TZVPD

Summary:
HOMO level (alpha / beta), hartree: -0.008 / -0.342
Multiplicity: 2
Total charge: -1
Frontier orbital gap (alpha / beta), eV: 2.4402 / 11.4142
DFT total energy, eV: -46961.4552

Cartesian coordinates (Å):
C1 -13.6250 -12.9917 -23.9955
C2 -13.3569 -14.2575 -24.7430
N1 -13.1494 -15.2405 -25.3360
H1 -13.5983 -13.3124 -22.9540
H2 -14.5965 -12.5550 -24.2269
H3 -12.8297 -12.3286 -24.3360
C3 -13.2456 -18.4615 -31.1123
C4 -13.7660 -17.9504 -32.3564
N2 -14.1345 -17.5863 -33.3714
H4 -12.5978 -17.6497 -30.7817
H5 -12.6484 -19.3406 -31.3543
H6 -14.0070 -18.7631 -30.3929
C5 -14.1904 -17.7336 -23.5339
C6 -15.5601 -18.1772 -23.6967
N3 -16.6477 -18.5838 -23.8205
H7 -13.5946 -18.0798 -24.3785
H8 -13.7350 -18.2026 -22.6617
H9 -13.9627 -16.6749 -23.4090
C7 -11.5621 -14.9462 -28.2456
C8 -11.4373 -13.6637 -27.5353
N4 -11.3740 -12.6613 -26.9609
H10 -12.5680 -15.3518 -28.1375
H11 -10.7657 -15.6259 -27.9426
H12 -11.4038 -14.7619 -29.3082
C9 -14.3956 -12.6901 -28.2046
C10 -15.8018 -12.3541 -28.5090
N5 -16.9058 -12.1119 -28.7736
H13 -13.8548 -12.5973 -29.1464
H14 -14.4628 -13.7398 -27.9188
H15 -13.9173 -12.1854 -27.3652
C11 -10.5494 -17.8423 -25.2933
C12 -10.6586 -17.3732 -23.9140
N6 -10.7212 -16.9399 -22.8423
H16 -11.4414 -17.6223 -25.8799
H17 -10.3515 -18.9122 -25.2293
H18 -9.6816 -17.3875 -25.7709
C13 -14.7202 -14.4504 -32.2040
C14 -14.4486 -12.9600 -32.1288
N7 -14.3046 -11.7941 -32.1262
H19 -15.7944 -14.6339 -32.1816
H20 -14.2323 -14.8588 -31.3190
H21 -14.3293 -14.8222 -33.1511
C15 -12.2224 -21.5100 -27.2472
C16 -12.2064 -20.1732 -27.7603
N8 -12.2045 -19.1529 -28.2372
H22 -13.1002 -22.0228 -27.6404
H23 -12.4371 -21.4985 -26.1786
H24 -11.2478 -21.8953 -27.5466
C17 -17.8013 -17.4366 -31.5274
C18 -18.4777 -16.1521 -31.5558
N9 -19.0798 -15.1688 -31.5716
H25 -17.4692 -17.6088 -32.5512
H26 -18.4395 -18.2727 -31.2415
H27 -17.0335 -17.3378 -30.7601
C19 -15.2872 -22.0922 -24.0062
C20 -15.2798 -21.3100 -25.2055
N10 -15.2638 -20.6254 -26.1416
H28 -14.2923 -22.0203 -23.5668
H29 -15.7666 -23.0421 -24.2427
H30 -15.9760 -21.4895 -23.4141
C21 -15.1129 -17.3653 -26.8779
C22 -15.0027 -16.7720 -28.1660
N11 -14.9371 -16.2531 -29.2240
H31 -15.8343 -18.1799 -26.8132
H32 -15.2193 -16.5748 -26.1350
H33 -14.1668 -17.8532 -26.6432
C23 -18.8068 -20.1095 -26.7587
C24 -18.6737 -18.7155 -26.6158
N12 -18.5528 -17.5641 -26.4855
H34 -19.2455 -20.4388 -25.8168
H35 -17.8630 -20.6476 -26.8464
H36 -19.4929 -20.2918 -27.5858
C25 -17.5731 -13.8097 -25.7267
C26 -18.3000 -13.8644 -24.4338
N13 -18.8635 -13.8424 -23.4352
H37 -18.0972 -13.1617 -26.4293
H38 -17.4318 -14.8124 -26.1301
H39 -16.6415 -13.3154 -25.4511

***

C26H39N3O2SSbSe4Si3W | ωB97M-V/def2-TZVPD

Summary:
HOMO level, hartree: -0.404
Energy relative to the best compared isomer or geometry (same formula, charge and spin), kcal/mol: 29.9
Total charge: +1
Frontier orbital gap, eV: 6.0047
DFT total energy, eV: -340372.4775

Cartesian coordinates (Å):
W1 0.0931 -0.1844 0.0326
C1 7.8167 1.1404 -2.8829
C2 6.3956 0.7911 -2.5478
C3 6.0626 0.3015 -1.2827
C4 4.7637 -0.0405 -0.9558
C5 3.7613 0.1110 -1.9096
C6 4.0810 0.5682 -3.1872
C7 5.3839 0.9181 -3.4965
S1 2.0732 -0.3567 -1.7164
O1 2.1908 -0.8054 -0.1784
O2 0.1081 -1.1461 -1.5142
N1 1.0960 1.0919 -1.3284
C8 1.4444 1.9675 -0.2714
C9 2.7276 2.3517 0.1090
C10 2.8479 3.1186 1.2425
C11 1.6918 3.5465 1.8960
C12 0.4714 3.1680 1.3964
N2 0.3102 2.3309 0.3559
H1 8.3295 1.5743 -2.0250
H2 7.8681 1.8462 -3.7103
H3 8.3696 0.2453 -3.1755
H4 6.8426 0.1925 -0.5384
H5 4.5202 -0.4143 0.0283
H6 3.3067 0.6591 -3.9426
H7 5.6232 1.2804 -4.4884
H8 3.5842 2.0595 -0.4717
H9 3.8265 3.3916 1.6147
H10 1.7336 4.1723 2.7747
H11 -0.4417 3.5285 1.8542
C13 -2.4444 -1.6404 2.8451
Si1 -2.8937 -0.1554 1.7854
C14 -2.4814 1.4372 2.7066
C15 -4.7663 -0.0976 1.7282
C16 -2.0349 -0.2095 0.0416
Si2 -2.7126 1.1745 -1.1667
C17 -4.4552 0.7015 -1.7043
C18 -1.7385 1.3038 -2.7663
C19 -2.8679 2.8704 -0.4130
Si3 -2.3740 -1.9027 -0.7906
C20 -3.9445 -2.7730 -0.2393
C21 -2.4094 -2.0768 -2.6537
C22 -1.0189 -3.0007 -0.0522
C23 -0.9627 -4.3785 -0.1608
C24 0.0730 -5.0766 0.4427
C25 1.0272 -4.3778 1.1613
C26 0.9320 -3.0021 1.2317
N3 -0.0641 -2.3385 0.6409
H12 -2.3019 -1.3081 3.8761
H13 -1.5431 -2.1769 2.5545
H14 -3.2691 -2.3565 2.8452
H15 -2.4566 1.2319 3.7811
H16 -3.2691 2.1736 2.5364
H17 -1.5370 1.8938 2.4264
H18 -5.0955 -0.0056 2.7689
H19 -5.2431 -0.9801 1.3072
H20 -5.1407 0.7763 1.1986
H21 -4.5533 -0.3124 -2.0911
H22 -4.7304 1.3919 -2.5069
H23 -5.1883 0.8141 -0.9103
H24 -2.4618 1.3564 -3.5839
H25 -1.0799 0.4596 -2.9629
H26 -1.1298 2.2092 -2.7877
H27 -3.5413 2.8864 0.4437
H28 -3.3204 3.4960 -1.1893
H29 -1.9193 3.3180 -0.1266
H30 -4.8360 -2.2139 -0.5315
H31 -4.0051 -2.9692 0.8296
H32 -3.9880 -3.7310 -0.7658
H33 -3.0961 -1.3720 -3.1225
H34 -2.7905 -3.0812 -2.8581
H35 -1.4394 -1.9624 -3.1287
H36 -1.7328 -4.9033 -0.7109
H37 0.1314 -6.1541 0.3573
H38 1.8420 -4.8814 1.6614
H39 1.6582 -2.4089 1.7656
Se1 0.3985 3.0835 5.3370
Sb1 0.7360 0.6547 4.9622
Se2 2.6480 2.1700 5.3910
Se3 -0.0134 -0.9833 6.4285
Se4 0.5224 0.0190 2.4880

***

C26H39N5O3PdS | ωB97M-V/def2-TZVPD

Summary:
HOMO level (alpha / beta), hartree: -0.223 / -0.230
Multiplicity: 3
Energy relative to the best compared isomer or geometry (same formula, charge and spin), kcal/mol: 0.0
Frontier orbital gap (alpha / beta), eV: 5.5975 / 5.7935
DFT total energy, eV: -55500.8271

Cartesian coordinates (Å):
Pd1 -1.9342 0.5369 -0.6355
O1 1.0496 0.7219 -0.4083
C1 1.4567 0.7296 0.9370
C2 0.3020 0.4445 1.9415
O2 0.6017 0.4056 3.1358
O3 -0.8432 0.2248 1.4490
C3 2.1728 2.0403 1.2945
C4 2.2551 3.0584 0.3561
C5 2.9137 4.2479 0.6535
C6 3.5084 4.4256 1.8904
C7 3.4424 3.4022 2.8308
C8 2.7826 2.2204 2.5372
C9 2.4861 -0.4224 0.9932
C10 2.4686 -1.4538 1.9240
C11 3.4032 -2.4882 1.8563
C12 4.3608 -2.5124 0.8549
C13 4.3920 -1.4750 -0.0761
C14 3.4695 -0.4442 0.0005
H1 0.3506 1.3777 -0.6516
H2 1.8097 2.9290 -0.6206
H3 2.9578 5.0337 -0.0907
H4 4.0213 5.3503 2.1228
H5 3.9060 3.5269 3.8015
H6 2.7155 1.4335 3.2748
H7 1.7406 -1.4350 2.7240
H8 3.3823 -3.2721 2.6044
H9 5.0931 -3.3094 0.8129
H10 5.1516 -1.4591 -0.8489
H11 3.4997 0.3665 -0.7173
C15 -2.9134 3.5205 -2.4958
C16 -1.7797 3.4298 -1.4670
C17 -0.6810 4.4382 -1.8236
C18 -2.3279 3.7515 -0.0701
N1 -1.2416 2.0915 -1.5055
H12 -3.3348 4.5289 -2.5210
H13 -3.6987 2.8079 -2.2386
H14 -2.5374 3.2696 -3.4897
H15 -1.0901 5.4504 -1.8710
H16 -0.2425 4.1924 -2.7930
H17 0.1083 4.4231 -1.0700
H18 -2.6350 4.7989 -0.0060
H19 -1.5605 3.5635 0.6838
H20 -3.1850 3.1131 0.1517
C19 -5.7512 -1.6222 3.0002
N2 -5.3109 -1.5702 1.6219
C20 -4.1337 -1.0318 1.2269
N3 -3.2489 -0.7544 2.1704
S1 -3.8807 -0.7719 -0.4473
H21 -6.7402 -2.0715 3.0322
H22 -5.8043 -0.6278 3.4519
H23 -5.0900 -2.2495 3.6008
H24 -6.0043 -1.6033 0.8939
H25 -3.4722 -0.9271 3.1352
H26 -2.3017 -0.3850 1.9630
C21 1.6905 -2.9045 -2.4520
C22 0.8151 -1.6331 -2.3900
N4 -0.4905 -1.9524 -1.8339
C23 -1.1257 -2.9986 -2.6068
C24 -0.3348 -4.3243 -2.4321
N5 0.9424 -3.9818 -1.7135
C25 0.6388 -3.5136 -0.3130
C26 -0.3735 -2.3538 -0.4405
H27 2.6489 -2.7755 -1.9485
H28 1.8544 -3.2731 -3.4646
H29 0.6842 -1.2123 -3.3872
H30 1.2688 -0.8704 -1.7604
H31 -1.1463 -2.6989 -3.6543
H32 -2.1545 -3.1223 -2.2678
H33 -0.0672 -4.7970 -3.3760
H34 -0.8592 -5.0470 -1.8085
H35 1.5292 -4.8094 -1.6617
H36 1.5839 -3.1907 0.1241
H37 0.2552 -4.3690 0.2420
H38 -0.0538 -1.4995 0.1498
H39 -1.3643 -2.6413 -0.0848

***

C26H40BrClIrN4SSi | ωB97M-V/def2-TZVPD

Summary:
HOMO level (alpha / beta), hartree: -0.422 / -0.519
Multiplicity: 6
Energy relative to the best compared isomer or geometry (same formula, charge and spin), kcal/mol: 32.7
Total charge: +2
Frontier orbital gap (alpha / beta), eV: 5.4664 / 4.2941
DFT total energy, eV: -137670.8173

Cartesian coordinates (Å):
Ir1 0.6075 3.4447 -1.2806
N1 3.8710 3.1446 1.6429
C1 2.7737 2.9901 0.9125
S1 2.9244 2.9218 -0.8154
N2 1.6149 2.8594 1.5780
N3 0.5489 2.8684 0.8654
C2 -0.7031 2.8455 1.3891
C3 -0.9813 3.0767 2.7995
C4 -1.9592 4.0231 3.1533
C5 -2.2381 4.2736 4.4825
C6 -1.5585 3.5785 5.4752
C7 -0.5772 2.6523 5.1360
C8 -0.2722 2.4138 3.8108
C9 -1.7450 2.6754 0.4091
C10 -3.0872 2.4410 0.7501
C11 -4.0206 2.2542 -0.2447
C12 -3.6152 2.2856 -1.5794
C13 -2.2819 2.4997 -1.8602
N4 -1.3679 2.6862 -0.9034
H1 4.7632 3.2797 1.1982
H2 3.8038 3.2389 2.6457
H3 -2.4480 4.5942 2.3743
H4 -2.9771 5.0179 4.7460
H5 -1.7856 3.7682 6.5157
H6 -0.0503 2.1183 5.9151
H7 0.4845 1.6910 3.5424
H8 -3.3799 2.3965 1.7877
H9 -5.0585 2.0830 0.0061
H10 -4.3234 2.1330 -2.3810
H11 -1.9266 2.5217 -2.8821
Cl1 -1.0712 5.9263 -1.3825
C14 0.6502 5.5402 -1.4459
H12 1.1542 6.0272 -0.6179
H13 1.0559 5.8625 -2.4021
C15 -2.1696 -2.1264 -1.8981
C16 -0.8358 -2.7204 -2.3879
C17 -0.9669 -4.2419 -2.4960
C18 -0.5126 -2.1334 -3.7640
Si1 0.5183 -2.2528 -1.0440
Br1 0.5726 0.0150 -1.1150
C19 0.1858 -2.6321 0.8346
C20 1.2558 -2.0248 1.7542
C21 -1.1690 -2.0088 1.2267
C22 0.1214 -4.1482 1.0707
C23 2.4319 -2.7407 -1.6703
C24 2.5103 -4.2542 -1.6616
C25 2.6317 -2.1697 -3.0655
C26 3.3933 -2.1135 -0.6674
H14 -2.8827 -2.2025 -2.7218
H15 -2.0979 -1.0741 -1.6234
H16 -2.5843 -2.6849 -1.0632
H17 -1.7608 -4.4760 -3.2102
H18 -1.2401 -4.7038 -1.5464
H19 -0.0564 -4.7144 -2.8671
H20 -1.3952 -2.2455 -4.3973
H21 0.2964 -2.6628 -4.2616
H22 -0.2747 -1.0698 -3.7243
H23 1.4583 -0.9769 1.5229
H24 2.1885 -2.5832 1.7267
H25 0.8917 -2.0717 2.7823
H26 -1.2436 -0.9551 0.9536
H27 -1.2663 -2.0774 2.3120
H28 -2.0098 -2.5465 0.7970
H29 1.0676 -4.6433 0.8480
H30 -0.6650 -4.6233 0.4826
H31 -0.1004 -4.3382 2.1236
H32 1.8150 -4.7202 -2.3605
H33 2.3633 -4.6808 -0.6692
H34 3.5208 -4.5323 -1.9836
H35 2.0683 -2.7055 -3.8241
H36 3.6914 -2.2940 -3.3097
H37 2.4122 -1.1053 -3.1314
H38 3.4095 -2.6426 0.2806
H39 3.2085 -1.0548 -0.4916
H40 4.3948 -2.1962 -1.1006

***

C26H40Cl3GaN4O3Si | ωB97M-V/def2-TZVPD

Summary:
HOMO level, hartree: -0.316
Frontier orbital gap, eV: 8.5243
DFT total energy, eV: -137540.3938

Cartesian coordinates (Å):
C1 2.4291 -2.3641 -7.0480
C2 1.8669 -1.5421 -8.1588
H1 2.1312 -3.4095 -7.1681
H2 2.0741 -1.9973 -6.0816
H3 3.5289 -2.3399 -7.0353
C3 1.7471 -1.9906 -9.4254
C4 2.0675 -3.3781 -9.8423
H4 1.4648 -1.3062 -10.2174
H5 1.6468 -4.1292 -9.1609
H6 3.1493 -3.5633 -9.9127
H7 1.6435 -3.5537 -10.8358
Ga1 1.0622 -0.1907 -1.7854
Cl1 2.0999 1.0792 -0.3016
Cl2 2.1476 -0.3407 -3.7072
C5 0.1913 2.6033 -2.2611
O1 -0.1929 1.3966 -2.1108
N1 -0.6601 3.5637 -2.6261
C6 -2.0852 3.2602 -2.7524
C7 -0.1834 4.7800 -3.2939
H8 1.2405 2.8747 -2.0621
H9 -2.4219 2.7658 -1.8406
H10 -2.2836 2.6209 -3.6204
H11 -2.6024 4.2116 -2.8577
H12 0.7566 5.1215 -2.8402
H13 -0.9551 5.5453 -3.1677
H14 -0.0176 4.6109 -4.3708
H15 -0.6209 -4.5497 -0.5748
H16 -0.2808 -3.0985 -3.3522
C8 -1.6491 -4.2450 -0.8466
C9 -1.3440 -3.2909 -3.1306
N2 -1.6158 -3.0606 -1.6950
H17 -2.1967 -3.9938 0.0627
C10 -1.2858 -1.9005 -1.1208
O2 -0.9118 -0.8777 -1.7614
H18 -1.9850 -2.6445 -3.7379
H19 -1.3052 -1.8721 -0.0280
H20 -2.1450 -5.0505 -1.3955
H21 -1.5871 -4.3404 -3.3436
O3 0.5627 -0.2392 -6.6707
C11 1.4523 -0.1319 -7.7781
C12 -0.2129 0.4511 -9.6552
C13 0.9584 0.7280 -8.9425
H22 -0.8275 -0.4108 -9.3624
C14 -0.5699 1.2623 -10.7435
H23 2.3803 0.3125 -7.3807
C15 1.7959 1.7825 -9.3318
H24 -1.4988 1.0467 -11.2701
C16 0.2873 2.2946 -11.1447
C17 1.4790 2.5405 -10.4593
H25 2.7102 1.9342 -8.7477
H26 0.0348 2.8711 -12.0312
H27 2.1916 3.3020 -10.7862
Si1 -0.7800 0.5699 -6.0804
Cl3 1.6606 -2.3378 -0.9827
C18 -2.3021 0.1843 -7.0935
C19 -0.4403 2.3876 -6.2489
C20 -1.1217 -0.1558 -4.4379
H28 -2.2605 0.6030 -8.1075
H29 -3.1570 0.6335 -6.5614
H30 -2.4449 -0.9040 -7.1702
H31 -0.8881 -1.2211 -4.4264
H32 -2.1410 -0.0007 -4.0698
H33 -0.4350 0.3445 -3.7617
H34 -0.2788 2.6466 -7.3107
H35 0.4635 2.7037 -5.7024
H36 -1.3055 2.9809 -5.9041
N3 0.2223 0.3474 5.8003
C21 -0.3165 0.4303 4.7626
C22 -0.9831 0.5181 3.4903
C23 -2.3403 0.8576 3.3957
C24 -2.9396 0.9044 2.1396
C25 -2.1516 0.5840 1.0168
N4 -0.8784 0.2416 1.1290
C26 -0.2824 0.2060 2.3079
H37 -2.9182 1.0663 4.3054
H38 -3.9816 1.1558 1.9958
H39 -2.5759 0.5826 0.0111
H40 0.7670 -0.0800 2.3338